Entry 1:
Below is a cluster of 9 separate species, C17H56O21P4 in total in a non-equilibrium geometry, with properties calculated with ωB97M-V with the def2-TZVPD basis set.

```
98
Properties=species:S:1:pos:R:3
C -6.842 -3.732 -1.272
O -6.053 -3.648 -0.102
P -5.051 -4.813 0.444
O -4.319 -5.442 -0.670
O -4.092 -4.194 1.580
C -3.162 -4.888 2.264
O -6.045 -5.761 1.380
C -6.967 -6.640 0.729
H -6.303 -4.138 -2.128
H -7.008 -2.663 -1.406
H -7.811 -4.231 -1.264
H -3.167 -5.959 2.062
H -3.566 -4.803 3.273
H -2.149 -4.540 2.062
H -6.896 -7.698 0.981
H -6.871 -6.689 -0.356
H -8.027 -6.401 0.811
C 1.731 7.519 -2.576
O 0.633 7.176 -1.712
P -0.619 6.518 -2.514
O -1.499 7.391 -3.365
O 0.090 5.393 -3.417
C -0.097 5.256 -4.836
O -1.408 5.631 -1.384
C -0.766 4.921 -0.387
H 2.328 6.649 -2.851
H 2.297 8.273 -2.029
H 1.439 8.104 -3.447
H -1.116 5.348 -5.214
H 0.271 4.277 -5.140
H 0.468 6.064 -5.301
H -1.097 3.883 -0.355
H -0.909 5.446 0.557
H 0.321 4.881 -0.457
C -2.004 -0.691 2.311
O -0.803 -1.404 1.947
P -0.173 -1.549 0.448
O 1.145 -2.212 0.314
O -1.403 -2.128 -0.371
C -1.408 -3.527 -0.586
O -0.079 -0.025 -0.071
C 0.940 0.843 0.411
H -2.829 -1.281 2.711
H -2.322 0.010 1.540
H -1.786 -0.176 3.247
H -0.893 -4.077 0.202
H -1.003 -3.978 -1.492
H -2.438 -3.871 -0.501
H 1.318 0.511 1.378
H 0.500 1.815 0.634
H 1.682 1.026 -0.366
C 2.154 3.977 2.520
O 3.441 3.521 2.953
P 4.502 2.944 1.861
O 4.811 3.911 0.798
O 3.818 1.533 1.401
C 4.490 0.701 0.543
O 5.705 2.400 2.718
C 7.119 2.602 2.535
H 1.351 3.246 2.427
H 2.058 4.593 1.626
H 1.901 4.674 3.320
H 3.682 0.069 0.173
H 5.187 0.104 1.132
H 4.865 1.097 -0.400
H 7.415 3.229 1.693
H 7.599 1.633 2.402
H 7.484 3.064 3.452
C 2.926 -3.117 -2.444
O 3.243 -3.142 -1.155
H 3.144 -2.150 -2.899
H 3.312 -3.981 -2.984
H 1.846 -3.242 -2.521
H 2.580 -2.651 -0.664
C 2.808 -3.376 2.714
O 2.604 -2.009 2.875
H 2.995 -3.693 3.740
H 2.006 -3.994 2.309
H 3.772 -3.400 2.205
H 1.840 -1.778 2.343
C 2.912 2.734 -2.599
O 2.833 3.278 -1.260
H 2.515 1.720 -2.641
H 2.377 3.319 -3.348
H 3.945 2.771 -2.946
H 3.557 3.882 -1.080
C -2.840 -6.325 -3.596
O -3.685 -6.950 -2.718
H -3.430 -5.923 -4.420
H -2.210 -5.479 -3.320
H -2.245 -7.070 -4.124
H -3.777 -6.479 -1.887
C -1.033 2.700 4.106
O -1.390 3.525 2.990
H -1.891 2.237 4.594
H -0.371 1.904 3.767
H -0.380 3.243 4.789
H -1.731 4.367 3.303
```

The HOMO-LUMO gap is 9.84 eV. The SMILES is COP(=O)(OC)OC.COP(=O)(OC)OC.COP(=O)(OC)OC.COP(=O)(OC)OC.CO.CO.CO.CO.CO. As for the HOMO energy: -9.38 eV.



Entry 2:
Below is a cluster of 2 separate species, C8H20N2OP in total in a non-equilibrium geometry, with properties calculated with ωB97M-V with the def2-TZVPD basis set.

```
32
Properties=species:S:1:pos:R:3
C 1.425 -0.711 -0.516
C -0.621 -1.738 0.428
C 0.360 -1.777 -0.733
C -0.054 0.616 0.734
C 0.975 2.830 -1.318
C -1.857 -0.374 1.992
C -2.098 0.038 -0.374
C 1.677 1.754 -0.498
N 0.820 0.583 -0.309
N -1.157 -0.372 0.689
O -0.497 1.773 1.233
P 1.196 -3.489 -0.740
H 1.989 -0.961 0.407
H 2.107 -0.663 -1.365
H -1.462 -2.411 0.256
H -0.094 -2.046 1.337
H -0.147 -1.612 -1.687
H 1.039 -0.356 2.089
H 0.005 3.095 -0.902
H 1.593 3.725 -1.343
H 0.831 2.493 -2.343
H -1.116 -0.526 2.775
H -2.346 0.583 2.155
H -2.592 -1.173 2.012
H -1.600 0.027 -1.340
H -2.945 -0.644 -0.392
H -2.456 1.047 -0.173
H 2.571 1.425 -1.026
H 2.008 2.143 0.474
H 0.226 2.387 1.424
H 1.706 -3.337 -2.030
H 0.056 -4.145 -1.209
```

The HOMO-LUMO gap is 9.19 eV. As for the HOMO energy: -12.15 eV. As for the net charge: +1.



Entry 3:
Below is a structure of composition C30H38N6O2OsS in a non-equilibrium geometry, with properties calculated with ωB97M-V with the def2-TZVPD basis set.

```
78
Properties=species:S:1:pos:R:3
Os -15.135 -6.378 11.412
C -11.078 -8.417 13.893
C -12.378 -7.845 14.335
N -12.933 -7.891 15.470
N -14.056 -7.184 15.395
C -14.246 -6.640 14.202
S -15.588 -5.817 13.578
N -13.133 -6.993 13.493
N -13.097 -6.883 12.101
H -10.640 -8.865 14.779
H -10.349 -7.784 13.371
H -11.206 -9.205 13.190
H -14.619 -7.124 16.214
H -12.324 -6.252 11.829
H -12.986 -7.843 11.739
C -21.637 -7.541 9.214
C -20.381 -7.717 10.130
C -20.063 -8.962 10.755
C -18.957 -9.112 11.672
C -18.529 -10.404 12.323
C -17.922 -8.080 11.599
C -18.058 -6.883 10.769
C -19.394 -6.757 10.120
N -16.965 -6.093 10.740
C -17.020 -4.801 9.976
C -18.126 -3.890 10.619
C -17.312 -5.010 8.460
C -15.664 -4.143 10.114
H -21.443 -6.607 8.650
H -22.576 -7.513 9.769
H -21.717 -8.320 8.486
H -20.529 -9.938 10.534
H -18.849 -10.592 13.354
H -17.400 -10.616 12.088
H -19.117 -11.187 11.814
H -17.009 -8.217 12.131
H -19.548 -5.875 9.617
H -19.130 -4.236 10.564
H -18.081 -2.913 10.130
H -17.906 -3.614 11.676
H -16.341 -4.768 7.986
H -18.108 -4.392 8.038
H -17.562 -6.085 8.288
H -15.436 -4.059 11.191
H -15.778 -3.083 9.686
H -14.798 -4.642 9.655
C -12.000 -15.722 12.341
C -13.197 -14.968 11.747
C -14.350 -15.708 11.529
C -15.440 -15.054 11.021
C -15.364 -13.714 10.661
C -14.219 -12.982 10.900
N -14.260 -11.563 10.683
C -13.698 -11.064 9.534
C -13.035 -11.861 8.605
C -12.816 -11.487 7.296
C -13.066 -10.157 6.889
C -13.636 -9.313 7.870
C -14.043 -9.728 9.134
C -14.584 -8.761 10.169
O -14.685 -7.485 9.821
O -14.857 -8.908 11.387
C -13.102 -13.589 11.492
C -11.887 -12.835 11.908
H -11.771 -15.518 13.410
H -11.071 -15.669 11.758
H -12.292 -16.762 12.605
H -14.193 -16.798 11.742
H -16.340 -15.597 10.724
H -16.102 -13.245 10.001
H -14.461 -10.910 11.398
H -12.856 -12.943 8.861
H -12.486 -12.227 6.530
H -12.814 -9.811 5.822
H -13.726 -8.261 7.640
H -12.134 -11.873 12.444
H -11.305 -12.525 11.106
H -11.327 -13.385 12.608
```

Its spin multiplicity is 5. The HOMO-LUMO gap (alpha / beta) is 6.44 / 3.85 eV. As for the expectation value of S²: 6.1016. As for the HOMO energy (alpha / beta): -12.20 / -12.74 eV. As for the net charge: +2.



Entry 4:
Below is the molecule C3H7BrClO4P in a non-equilibrium geometry, with properties calculated with ωB97M-V with the def2-TZVPD basis set.

```
17
Properties=species:S:1:pos:R:3
C 0.078 1.269 -2.226
O -0.730 0.715 -1.195
P 0.050 0.007 -0.005
O 1.327 0.693 0.270
O -1.009 -0.140 1.168
C -1.374 1.005 1.878
O 0.160 -1.434 -0.622
C 1.182 -2.328 0.192
Cl 0.801 -2.174 1.895
Br 1.033 -4.107 -0.386
H -0.524 2.061 -2.566
H 0.257 0.762 -3.141
H 1.016 1.682 -1.707
H -1.199 1.956 1.319
H -0.812 1.080 2.794
H -2.487 0.876 2.195
H 2.229 -1.925 0.139
```

The HOMO-LUMO gap is 11.44 eV. The SMILES is COP(=O)(OC)O[C@@H](Cl)Br. As for the HOMO energy: -10.84 eV.



Entry 5:
Below is a cluster of 2 separate species, C6H12 in total, with properties calculated with ωB97M-V with the def2-TZVPD basis set.

```
18
Properties=species:S:1:pos:R:3
C -1.328 0.601 1.004
C -1.310 -0.825 0.460
C 0.114 -1.397 0.403
C 0.998 -0.773 -0.644
C 2.068 -0.024 -0.390
C 0.530 2.172 -1.084
H -0.648 1.244 0.444
H -0.999 0.628 2.047
H -2.331 1.041 0.947
H -1.930 -1.480 1.085
H -1.750 -0.854 -0.547
H 0.064 -2.472 0.194
H 0.589 -1.277 1.385
H 0.744 -0.989 -1.684
H 2.371 0.219 0.625
H 2.704 0.370 -1.178
H 0.697 1.563 -1.994
H -0.583 2.255 -1.073
```

The HOMO-LUMO gap (alpha / beta) is 8.56 / 8.56 eV. As for the HOMO energy (alpha / beta): -9.10 / -9.10 eV.



Entry 6:
Below is the molecule C3H4F2OS in a non-equilibrium geometry, with properties calculated with ωB97M-V with the def2-TZVPD basis set.

```
11
Properties=species:S:1:pos:R:3
C 0.778 0.598 0.453
C -1.891 0.605 0.306
C 1.582 -0.372 -0.256
O -0.560 0.470 0.334
F 1.904 -1.388 0.590
F 2.743 0.130 -0.729
S -2.806 -0.713 -0.368
H 1.175 1.678 0.772
H -2.485 1.488 0.582
H 1.236 -1.012 -1.119
H -1.676 -1.485 -0.564
```

The HOMO-LUMO gap (alpha / beta) is 8.44 / 7.52 eV. As for the HOMO energy (alpha / beta): -8.11 / -7.49 eV.



no.,E_tot (Ha)
1,-3626.9442
2,-842.5627
3,-2133.1648
4,-3795.0820
5,-235.6103
6,-789.6941